No. 1
# C28H16Cl5F5LuN3O10PS

A structure of composition C28H16Cl5F5LuN3O10PS (ωB97M-V with the def2-TZVPD basis set, the OMol25 dataset).

Each line ends with the Mulliken charge.
Cartesian coordinates (Å):
1 Lu -0.247 0.044 0.496  1.411
2 Cl -6.142 -3.128 3.999  -0.221
3 C -4.959 -2.511 2.897  0.348
4 C -3.748 -2.020 3.370  -0.066
5 Cl -3.406 -2.003 5.065  -0.223
6 C -2.809 -1.536 2.476  0.873
7 Cl -1.278 -0.909 3.000  -0.090
8 C -3.011 -1.521 1.085  -0.993
9 O -2.117 -1.070 0.279  -0.262
10 C -4.257 -2.010 0.631  0.127
11 Cl -4.539 -1.976 -1.064  -0.165
12 C -5.201 -2.496 1.522  0.263
13 Cl -6.707 -3.093 0.920  -0.213
14 O -3.564 4.098 -2.656  -0.575
15 C -2.576 3.710 -3.447  0.390
16 O -2.484 4.065 -4.597  -0.640
17 C -1.550 2.813 -2.850  0.444
18 C -0.440 2.374 -3.543  -0.560
19 N 0.275 1.609 -2.701  -0.311
20 N -0.300 1.522 -1.498  0.545
21 C -1.401 2.241 -1.572  -0.543
22 C -2.233 2.312 -0.336  1.029
23 O -3.210 3.069 -0.316  -0.959
24 O -1.822 1.580 0.617  -0.124
25 H -3.462 3.714 -1.733  0.410
26 H -0.132 2.563 -4.555  0.545
27 H 1.147 1.128 -2.860  0.079
28 F 4.597 -5.056 0.921  -0.325
29 C 3.971 -3.925 1.272  0.723
30 C 2.639 -3.730 0.946  -0.265
31 F 1.964 -4.664 0.271  -0.350
32 C 2.028 -2.553 1.329  -0.205
33 F 0.721 -2.395 0.986  -0.198
34 C 2.663 -1.527 2.012  0.510
35 S 1.814 -0.046 2.430  -0.279
36 C 3.997 -1.764 2.322  0.280
37 F 4.719 -0.846 2.980  -0.348
38 C 4.645 -2.936 1.966  0.095
39 F 5.932 -3.118 2.287  -0.315
40 C 2.181 2.943 4.123  -0.733
41 O 1.193 3.585 3.319  -0.471
42 P 0.070 2.709 2.544  0.455
43 O -0.959 3.930 2.298  -0.386
44 C -2.303 3.764 2.780  -0.689
45 O 0.739 2.565 1.056  0.105
46 C 1.068 3.717 0.272  -0.821
47 H 2.482 3.658 4.885  0.244
48 H 3.039 2.662 3.512  0.272
49 H 1.786 2.040 4.591  0.360
50 H -2.988 3.903 1.948  0.158
51 H -2.477 4.508 3.558  0.288
52 H -2.449 2.763 3.189  0.280
53 H 1.878 3.428 -0.396  0.230
54 H 1.399 4.531 0.918  0.391
55 H 0.201 4.036 -0.306  0.235
56 O 1.793 -0.360 -0.752  -0.884
57 C 1.252 -1.110 -1.598  0.387
58 N -0.058 -1.324 -1.564  0.273
59 C -0.402 -2.144 -2.643  -0.353
60 O -1.495 -2.529 -2.964  -0.705
61 C 0.885 -2.463 -3.390  0.029
62 C 1.116 -3.227 -4.512  -0.579
63 C 2.436 -3.328 -4.951  -0.451
64 C 3.474 -2.684 -4.281  -0.645
65 C 3.227 -1.910 -3.148  -0.654
66 C 1.915 -1.821 -2.732  0.935
67 H 0.304 -3.727 -5.023  0.514
68 H 2.661 -3.922 -5.828  0.402
69 H 4.487 -2.791 -4.645  0.433
70 H 4.025 -1.414 -2.613  0.542

The value obtained for the relative energy (zero: lowest compared OMol25 entry of this formula, charge and spin) is 6.9 kJ/mol. As for the spin multiplicity: 1. The calculation puts the largest force on an atom at 0.8 eV Å⁻¹. Its HOMO energy is -5.6 eV. Its total charge is -1. The gap between HOMO and LUMO is 0.2739 Eh. The total energy comes out at -184195.836 eV.

No. 2
# C28H18N7O7ReS2SbSe4

A structure of composition C28H18N7O7ReS2SbSe4 (ωB97M-V with the def2-TZVPD basis set, the OMol25 dataset).

Each line ends with the Mulliken charge.
Cartesian coordinates (Å):
1 Re 0.617 1.509 -0.863  1.340
2 S 1.762 3.194 -2.076  -0.282
3 C 0.984 4.703 -1.588  0.166
4 C 1.604 5.930 -1.761  -0.830
5 C 0.879 7.088 -1.507  0.526
6 C 1.519 8.367 -1.655  -0.349
7 N 2.043 9.382 -1.762  -0.397
8 C -0.467 7.000 -1.119  0.571
9 C -1.081 5.763 -0.971  -0.918
10 C -0.346 4.608 -1.196  1.066
11 S -1.057 3.019 -0.926  -0.406
12 C -1.229 8.194 -0.865  -0.328
13 N -1.842 9.144 -0.671  -0.404
14 H 2.634 6.001 -2.084  0.553
15 H -2.119 5.713 -0.669  0.544
16 Se 4.911 -1.335 -1.672  -0.364
17 Sb 3.954 0.470 -2.769  0.846
18 Se 2.894 2.392 -0.365  0.139
19 Se 1.362 0.017 -2.535  -0.074
20 Se 4.527 2.107 -4.309  -0.381
21 O 2.859 0.996 1.585  -0.762
22 C 1.720 0.653 1.815  0.863
23 O 0.724 0.772 0.931  -0.745
24 C 1.310 0.064 3.116  0.525
25 C -0.023 -0.209 3.388  -0.439
26 C -0.350 -0.792 4.594  -0.213
27 C 0.594 -1.099 5.551  -0.539
28 C 1.909 -0.800 5.251  -0.211
29 C 2.293 -0.231 4.056  -0.677
30 N 2.953 -1.113 6.257  1.069
31 O 2.581 -1.611 7.294  -0.597
32 O 4.095 -0.845 5.961  -0.599
33 N -1.771 -1.107 4.855  1.083
34 O -2.545 -0.951 3.928  -0.660
35 O -2.060 -1.507 5.953  -0.579
36 H -0.813 0.046 2.699  0.817
37 H 0.320 -1.551 6.494  0.635
38 H 3.336 -0.024 3.860  0.669
39 C 1.683 -3.412 -3.870  -1.382
40 C 0.540 -3.721 -2.939  0.478
41 C 0.667 -3.565 -1.562  -0.331
42 C -0.383 -3.859 -0.703  -0.390
43 C -1.602 -4.280 -1.213  0.093
44 N -2.711 -4.548 -0.362  -0.080
45 C -3.055 -3.886 0.790  0.199
46 O -3.674 -4.404 1.689  -0.643
47 N -2.657 -2.550 0.884  0.124
48 C -2.462 -1.646 -0.159  -0.032
49 C -3.210 -1.655 -1.330  -0.276
50 C -2.909 -0.738 -2.318  -1.165
51 C -1.885 0.166 -2.125  -0.211
52 N -1.159 0.182 -0.991  0.512
53 C -1.446 -0.711 -0.039  -0.555
54 C -1.743 -4.445 -2.585  -0.333
55 C -0.678 -4.182 -3.432  -0.774
56 H 2.626 -3.338 -3.328  0.268
57 H 1.518 -2.466 -4.393  0.198
58 H 1.789 -4.183 -4.633  0.474
59 H 1.617 -3.241 -1.150  0.414
60 H -0.254 -3.769 0.370  0.521
61 H -3.116 -5.473 -0.400  0.271
62 H -2.776 -2.183 1.819  0.102
63 H -4.007 -2.376 -1.460  0.586
64 H -3.464 -0.714 -3.245  0.451
65 H -1.625 0.887 -2.886  0.540
66 H -0.814 -0.722 0.833  0.388
67 H -2.691 -4.786 -2.985  0.464
68 H -0.799 -4.334 -4.498  0.431

The value obtained for the relative energy (zero: lowest compared OMol25 entry of this formula, charge and spin) is 54.0 kJ/mol. As for the spin multiplicity: 1. The calculation puts the largest force on an atom at 0.4 eV Å⁻¹. Its HOMO energy is -11.3 eV. Its total charge is +1. The gap between HOMO and LUMO is 0.2138 Eh. The total energy comes out at -345805.679 eV.

No. 3
# C28H19Cl2FN2O6Pt

A structure of composition C28H19Cl2FN2O6Pt (ωB97M-V with the def2-TZVPD basis set, the OMol25 dataset).

Each line ends with the Mulliken charge.
Cartesian coordinates (Å):
1 Pt -0.742 -0.270 0.559  1.053
2 O -3.203 4.406 4.834  -0.708
3 C -2.283 3.626 5.120  0.406
4 O -1.515 3.544 6.089  -0.694
5 C -2.037 2.541 4.046  0.205
6 C -2.749 2.559 2.850  -0.793
7 C -2.484 1.631 1.870  -0.062
8 N -1.555 0.688 2.075  0.247
9 C -0.870 0.626 3.237  0.957
10 C -1.090 1.533 4.239  -0.618
11 C 0.092 -0.515 3.256  0.200
12 O 0.705 -0.922 4.192  -0.586
13 O 0.184 -1.108 2.044  -0.919
14 H -3.498 3.331 2.727  0.532
15 H -2.995 1.610 0.916  0.525
16 H -0.541 1.493 5.172  0.632
17 F -1.033 -5.939 -2.548  -0.339
18 C -1.335 -4.881 -1.781  0.556
19 C -0.652 -4.716 -0.587  -0.784
20 C -0.983 -3.636 0.208  -0.050
21 C -1.966 -2.720 -0.197  0.142
22 C -2.323 -1.610 0.705  -1.204
23 C -2.606 -2.912 -1.422  -0.328
24 C -2.309 -4.005 -2.214  -0.617
25 H 0.104 -5.432 -0.297  0.442
26 H -0.481 -3.491 1.158  0.397
27 H -2.283 -1.893 1.753  0.602
28 H -3.213 -1.046 0.442  0.659
29 H -3.351 -2.198 -1.752  0.291
30 H -2.791 -4.169 -3.167  0.451
31 Cl 3.334 2.816 -4.204  -0.236
32 C 2.143 3.123 -2.972  0.730
33 C 1.223 4.128 -3.183  -0.650
34 C 0.244 4.385 -2.235  -0.611
35 C 0.225 3.637 -1.074  -0.951
36 C 1.169 2.645 -0.875  1.114
37 Cl 1.149 1.843 0.677  -0.116
38 C 2.154 2.322 -1.815  -0.701
39 N 3.112 1.341 -1.665  0.047
40 C 2.927 0.075 -1.023  -0.585
41 C 3.714 -0.229 0.081  -0.467
42 C 3.572 -1.441 0.737  -0.640
43 C 2.638 -2.362 0.284  -0.559
44 C 1.879 -2.073 -0.838  0.052
45 C 2.014 -0.861 -1.514  0.395
46 C 1.178 -0.623 -2.744  -0.616
47 C -0.310 -0.592 -2.449  0.057
48 O -1.140 -1.130 -3.130  -0.627
49 O -0.590 0.144 -1.364  -0.533
50 H 1.275 4.699 -4.100  0.427
51 H -0.479 5.172 -2.392  0.420
52 H -0.500 3.830 -0.295  0.510
53 H 3.828 1.361 -2.374  0.293
54 H 4.418 0.513 0.434  0.493
55 H 4.179 -1.661 1.605  0.393
56 H 2.504 -3.301 0.804  0.421
57 H 1.168 -2.803 -1.211  0.655
58 H 1.335 -1.410 -3.482  0.496
59 H 1.440 0.327 -3.212  0.193

The value obtained for the relative energy (zero: lowest compared OMol25 entry of this formula, charge and spin) is 30.9 kJ/mol. As for the spin multiplicity: 1. The calculation puts the largest force on an atom at 0.7 eV Å⁻¹. Its HOMO energy is -8.4 eV. Its total charge is 0. The gap between HOMO and LUMO is 0.2011 Eh. The total energy comes out at -75616.771 eV.